1.
Formula: C55H46AsMoN3O2SSeTe
Source: the OMol25 dataset
Level of theory: ωB97M-V with the def2-TZVPD basis set

```
111
C55H46AsMoN3O2SSeTe, DFT ωB97M-V with the def2-TZVPD basis set
Mo -21.04 8.78 6.52
C -24.04 14.96 7.66
C -23.23 13.71 7.64
C -22.48 13.38 8.79
C -21.78 12.24 8.92
C -20.98 11.92 10.11
O -19.77 11.75 10.01
C -21.65 11.91 11.40
C -20.79 12.03 12.54
C -21.28 11.78 13.78
C -22.61 11.34 13.92
C -23.46 11.26 12.80
C -22.98 11.55 11.52
C -21.78 11.34 7.86
O -21.19 10.12 7.98
C -22.57 11.57 6.77
C -23.25 12.76 6.56
C -22.66 10.35 5.84
N -23.27 9.25 6.16
C -24.28 9.28 7.23
C -25.20 8.08 7.13
Te -26.48 8.32 8.89
C -25.08 7.08 9.92
C -25.08 5.68 9.85
C -24.14 4.94 10.54
C -23.29 5.54 11.39
C -23.22 6.92 11.50
C -24.09 7.71 10.74
C -21.70 10.36 4.71
C -21.79 9.63 3.54
C -20.80 9.67 2.65
C -19.65 10.44 2.83
C -19.46 11.13 3.98
C -20.49 11.14 4.94
H -23.41 15.84 7.55
H -24.65 15.11 8.55
H -24.68 14.97 6.74
H -22.62 13.95 9.66
H -19.82 12.44 12.33
H -20.70 11.92 14.69
H -22.92 11.18 14.99
H -24.51 10.95 12.91
H -23.77 11.51 10.70
H -23.79 12.98 5.64
H -24.84 10.19 7.07
H -23.92 9.48 8.25
H -24.59 7.20 7.15
H -25.71 8.18 6.24
H -25.83 5.17 9.32
H -24.23 3.88 10.36
H -22.56 4.94 12.00
H -22.54 7.33 12.16
H -24.12 8.80 10.75
H -22.69 9.18 3.31
H -20.93 9.16 1.68
H -18.86 10.59 2.12
H -18.59 11.79 4.08
H -20.36 11.73 5.80
S -19.83 7.46 4.97
C -18.52 6.66 5.80
C -17.84 5.60 5.19
C -16.71 5.15 5.75
C -16.14 5.75 6.83
C -16.78 6.80 7.45
C -17.89 7.32 6.87
As -18.75 8.85 7.57
C -18.49 9.16 9.46
C -17.29 9.67 9.93
C -17.14 9.77 11.30
C -18.15 9.45 12.20
C -19.32 9.07 11.67
C -19.52 8.88 10.28
C -17.75 10.35 6.78
C -16.71 10.25 5.82
C -16.23 11.39 5.25
C -16.65 12.65 5.67
C -17.61 12.76 6.64
C -18.14 11.61 7.19
H -18.36 5.11 4.39
H -16.14 4.38 5.30
H -15.23 5.40 7.26
H -16.33 7.34 8.27
H -16.44 10.04 9.31
H -16.25 10.12 11.69
H -17.99 9.42 13.29
H -20.19 8.94 12.28
H -20.54 8.70 9.84
H -16.39 9.30 5.43
H -15.46 11.35 4.48
H -16.21 13.63 5.28
H -17.93 13.70 7.08
H -18.90 11.68 7.96
C -20.44 4.16 6.45
N -20.03 4.67 7.73
C -20.63 5.71 8.32
Se -22.00 6.82 7.61
N -20.20 5.80 9.58
C -19.17 4.87 9.75
C -18.37 4.66 10.86
C -17.38 3.77 10.69
C -17.32 2.99 9.57
C -18.16 3.15 8.49
C -19.12 4.12 8.63
H -20.96 4.95 5.89
H -21.07 3.29 6.61
H -19.59 3.87 5.77
H -20.39 6.58 10.21
H -18.42 5.30 11.73
H -16.59 3.46 11.39
H -16.60 2.20 9.38
H -18.16 2.53 7.63
```

gap between HOMO and LUMO (alpha / beta)	6.16 / 2.89	eV
spin multiplicity	3
LUMO energy (alpha / beta)	-5.7 / -8.9	eV
expectation value of S²	2.01
total charge	+2
E_tot	-7809.22869	hartree

---

2.
Formula: C55H47MgN8PS
Source: the OMol25 dataset
Level of theory: ωB97M-V with the def2-TZVPD basis set

```
113
C55H47MgN8PS, DFT ωB97M-V with the def2-TZVPD basis set
Mg 0.54 0.11 -0.21
C -2.10 1.94 4.23
N -0.98 1.85 3.30
C -0.86 0.99 2.26
N 0.31 1.17 1.64
C 0.93 2.20 2.29
C 0.14 2.63 3.33
C 0.39 3.67 4.35
C 1.54 3.61 5.13
C 1.80 4.59 6.07
C 0.91 5.65 6.23
C -0.24 5.72 5.45
C -0.50 4.73 4.51
C 2.21 2.77 1.84
C 2.33 4.14 1.60
C 3.52 4.68 1.13
C 4.61 3.85 0.89
C 4.51 2.49 1.14
C 3.32 1.96 1.62
P -2.19 -0.15 1.75
C -2.39 0.41 0.02
N -1.42 0.48 -0.89
C -2.00 0.94 -2.04
C -3.34 1.15 -1.82
N -3.57 0.80 -0.51
C -4.87 0.82 0.16
C -4.39 1.62 -2.75
C -5.18 2.73 -2.43
C -6.14 3.18 -3.33
C -6.31 2.53 -4.54
C -5.52 1.44 -4.86
C -4.56 0.98 -3.97
C -1.25 1.14 -3.29
C -1.23 2.38 -3.92
C -0.54 2.56 -5.11
C 0.14 1.49 -5.68
C 0.12 0.24 -5.06
C -0.57 0.07 -3.87
C -1.23 -1.66 1.43
N -0.20 -1.79 0.59
C 0.12 -3.12 0.57
C -0.72 -3.80 1.42
N -1.56 -2.86 1.96
C -2.66 -3.13 2.88
C -0.81 -5.24 1.73
C -0.69 -5.70 3.04
C -0.76 -7.06 3.31
C -0.94 -7.96 2.27
C -1.05 -7.51 0.97
C -0.98 -6.15 0.69
C 1.15 -3.72 -0.30
C 1.21 -3.38 -1.65
C 2.17 -3.96 -2.47
C 3.05 -4.89 -1.96
C 2.99 -5.25 -0.62
C 2.04 -4.66 0.21
H -2.57 0.96 4.33
H -1.72 2.26 5.20
H -2.84 2.66 3.88
H 2.23 2.78 5.00
H 2.69 4.54 6.67
H 1.11 6.41 6.97
H -0.93 6.54 5.58
H -1.38 4.81 3.89
H 1.48 4.79 1.78
H 3.59 5.74 0.95
H 5.53 4.27 0.53
H 5.36 1.84 0.98
H 3.26 0.90 1.86
H -5.64 0.69 -0.59
H -4.91 0.01 0.88
H -5.02 1.77 0.68
H -5.03 3.25 -1.50
H -6.75 4.04 -3.08
H -7.06 2.88 -5.24
H -5.65 0.93 -5.81
H -3.95 0.13 -4.22
H -1.78 3.21 -3.48
H -0.53 3.52 -5.59
H 0.67 1.62 -6.61
H 0.64 -0.59 -5.52
H -0.61 -0.91 -3.40
H -2.98 -4.16 2.74
H -2.33 -3.00 3.91
H -3.49 -2.46 2.67
H -0.53 -5.00 3.85
H -0.66 -7.41 4.33
H -0.99 -9.02 2.49
H -1.18 -8.21 0.16
H -1.07 -5.80 -0.33
H 0.51 -2.66 -2.05
H 2.21 -3.69 -3.52
H 3.79 -5.35 -2.61
H 3.67 -5.98 -0.22
H 1.99 -4.94 1.25
N 1.25 1.98 -1.21
H 0.50 2.53 -1.63
H 1.94 1.84 -1.95
H 1.71 2.57 -0.52
S 4.67 -1.81 0.14
C 3.06 -1.31 0.36
N 2.48 -0.73 -0.65
C 3.35 -0.69 -1.74
C 3.05 -0.20 -3.01
C 4.02 -0.25 -3.99
C 5.29 -0.79 -3.72
C 5.60 -1.29 -2.47
C 4.61 -1.23 -1.48
H 2.56 -1.49 1.30
H 2.06 0.18 -3.24
H 3.80 0.12 -4.98
H 6.03 -0.81 -4.50
H 6.57 -1.71 -2.26
```

gap between HOMO and LUMO	8.33	eV
LUMO energy	-4.3	eV
total charge	+2
E_tot	-3501.60771	hartree

---

3.
Formula: C55H50As2N2OOsP
Source: the OMol25 dataset
Level of theory: ωB97M-V with the def2-TZVPD basis set

```
112
C55H50As2N2OOsP, DFT ωB97M-V with the def2-TZVPD basis set
Os 0.05 0.85 -0.47
C 4.23 1.21 3.36
C 3.24 2.16 3.12
C 2.70 2.29 1.85
C 3.16 1.46 0.82
C 4.14 0.51 1.07
C 4.68 0.40 2.34
P 2.43 1.58 -0.85
C 3.83 1.79 -1.98
C 3.74 1.39 -3.32
C 4.78 1.67 -4.19
C 5.90 2.35 -3.73
C 5.98 2.76 -2.40
C 4.96 2.46 -1.52
C 1.54 3.17 -0.85
C 1.98 4.44 -1.14
C 1.08 5.49 -1.05
C -0.24 5.25 -0.67
C -0.69 3.97 -0.40
C 0.20 2.89 -0.50
H 4.64 1.11 4.36
H 2.90 2.81 3.92
H 1.99 3.07 1.64
H 4.49 -0.12 0.26
H 5.46 -0.32 2.53
H 2.86 0.87 -3.66
H 4.73 1.34 -5.21
H 6.71 2.57 -4.41
H 6.84 3.30 -2.05
H 5.04 2.75 -0.48
H 3.01 4.61 -1.44
H 1.39 6.50 -1.26
H -0.93 6.08 -0.60
H -1.73 3.82 -0.12
C -2.05 -0.11 2.10
C -2.84 0.95 1.32
As -2.45 0.92 -0.61
C -3.72 2.23 -1.31
C -4.07 2.18 -2.66
C -5.01 3.07 -3.17
C -5.61 4.00 -2.34
C -5.29 4.03 -0.99
C -4.34 3.16 -0.48
C -3.29 -0.70 -1.30
C -2.91 -1.19 -2.55
C -3.57 -2.28 -3.10
C -4.64 -2.85 -2.43
C -5.03 -2.36 -1.20
C -4.35 -1.29 -0.63
As -0.15 0.52 2.25
C 0.89 -1.08 2.70
C 0.96 -1.63 3.98
C 1.73 -2.76 4.21
C 2.44 -3.35 3.17
C 2.39 -2.80 1.90
C 1.63 -1.67 1.67
C -0.36 1.57 3.91
C 0.03 2.91 3.97
C -0.13 3.64 5.14
C -0.69 3.05 6.26
C -1.11 1.73 6.20
C -0.95 0.99 5.03
H -2.09 -1.08 1.61
H -2.47 -0.21 3.11
H -2.57 1.95 1.71
H -3.93 0.83 1.46
H -3.62 1.43 -3.31
H -5.27 3.02 -4.22
H -6.31 4.71 -2.75
H -5.78 4.73 -0.34
H -4.10 3.20 0.58
H -2.09 -0.73 -3.09
H -3.28 -2.66 -4.07
H -5.18 -3.67 -2.88
H -5.88 -2.78 -0.69
H -4.66 -0.92 0.34
H 0.43 -1.17 4.80
H 1.79 -3.17 5.21
H 3.04 -4.23 3.36
H 2.97 -3.24 1.11
H 1.60 -1.22 0.68
H 0.44 3.39 3.09
H 0.17 4.67 5.17
H -0.82 3.62 7.16
H -1.57 1.27 7.06
H -1.31 -0.03 5.00
C -0.16 -5.48 -3.08
N 0.06 -4.06 -2.98
N -0.07 -3.38 -1.81
C 0.11 -2.04 -2.07
O 0.04 -1.16 -1.15
C 0.36 -1.92 -3.45
C 0.32 -3.20 -3.98
C 0.48 -3.65 -5.38
C -0.25 -3.97 -0.53
C -1.36 -3.61 0.23
C -1.50 -4.13 1.50
C -0.56 -5.01 2.01
C 0.54 -5.36 1.24
C 0.71 -4.84 -0.03
H -0.78 -5.82 -2.25
H 0.78 -6.03 -3.06
H -0.68 -5.70 -4.01
H 0.53 -1.01 -3.98
H 0.87 -2.85 -6.00
H -0.48 -3.97 -5.79
H 1.16 -4.51 -5.44
H -2.10 -2.95 -0.20
H -2.36 -3.86 2.09
H -0.68 -5.43 2.99
H 1.28 -6.04 1.64
H 1.58 -5.09 -0.61
```

gap between HOMO and LUMO (alpha / beta)	7.49 / 5.54	eV
spin multiplicity	5
LUMO energy (alpha / beta)	-8.1 / -10.3	eV
expectation value of S²	6.04
total charge	+3
E_tot	-7213.19870	hartree

---

4.
Formula: C55H50CdN3O5P2SSi
Source: the OMol25 dataset
Level of theory: ωB97M-V with the def2-TZVPD basis set

```
118
C55H50CdN3O5P2SSi, DFT ωB97M-V with the def2-TZVPD basis set
Cd 0.07 -0.50 0.00
C -4.80 -5.91 3.86
C -3.87 -4.73 3.98
C -2.92 -4.48 2.98
C -2.04 -3.42 3.08
C -2.11 -2.58 4.19
C -3.04 -2.80 5.18
C -3.91 -3.88 5.07
S -1.08 -0.45 3.03
O -1.23 -1.52 4.34
O -1.70 0.73 -0.24
N 0.28 -0.92 2.23
C 1.50 -0.71 2.78
C 1.75 -0.53 4.13
C 3.07 -0.42 4.63
C 4.16 -0.51 3.82
C 3.96 -0.68 2.43
C 5.04 -0.77 1.52
C 4.80 -0.88 0.18
C 3.47 -0.87 -0.26
N 2.45 -0.80 0.55
C 2.65 -0.74 1.90
H -5.08 -6.09 2.83
H -5.72 -5.74 4.43
H -4.35 -6.82 4.24
H -2.87 -5.11 2.11
H -1.32 -3.23 2.30
H -3.08 -2.13 6.03
H -4.65 -4.05 5.85
H 0.92 -0.53 4.81
H 3.20 -0.29 5.70
H 5.17 -0.45 4.21
H 6.05 -0.75 1.90
H 5.61 -0.95 -0.54
H 3.24 -0.91 -1.33
O 1.01 1.83 -2.32
C 0.56 1.54 -3.59
C 0.07 2.52 -4.45
C -0.30 2.18 -5.74
C -0.20 0.87 -6.18
C 0.20 -0.10 -5.28
C 0.55 0.20 -3.96
P 0.59 -1.13 -2.70
C -0.95 -1.96 -3.24
C -2.09 -1.17 -3.29
C -3.30 -1.71 -3.69
C -3.38 -3.05 -4.04
C -2.25 -3.85 -3.98
C -1.03 -3.31 -3.58
C 1.96 -2.21 -3.22
C 2.91 -1.79 -4.15
C 4.02 -2.58 -4.42
C 4.19 -3.79 -3.77
C 3.25 -4.21 -2.84
C 2.15 -3.42 -2.55
C 1.39 3.12 -1.99
C 2.12 3.90 -2.89
C 2.45 5.20 -2.56
C 2.06 5.73 -1.34
C 1.41 4.91 -0.43
C 1.09 3.58 -0.72
P 0.67 2.43 0.67
C 2.16 2.90 1.67
C 2.17 3.72 2.79
C 3.36 4.03 3.43
C 4.56 3.53 2.95
C 4.56 2.71 1.83
C 3.37 2.39 1.20
C -0.69 3.32 1.50
C -0.92 3.14 2.87
C -1.98 3.78 3.49
C -2.84 4.58 2.76
C -2.65 4.73 1.39
C -1.58 4.09 0.77
H -0.02 3.55 -4.11
H -0.68 2.95 -6.39
H -0.47 0.60 -7.19
H 0.18 -1.15 -5.57
H -2.04 -0.13 -2.99
H -4.19 -1.09 -3.70
H -4.33 -3.48 -4.34
H -2.30 -4.90 -4.23
H -0.16 -3.94 -3.52
H 2.79 -0.84 -4.66
H 4.75 -2.24 -5.15
H 5.05 -4.41 -3.99
H 3.38 -5.15 -2.31
H 1.44 -3.73 -1.79
H 2.41 3.48 -3.84
H 3.01 5.80 -3.27
H 2.29 6.75 -1.08
H 1.18 5.29 0.56
H 1.24 4.14 3.17
H 3.34 4.67 4.30
H 5.49 3.77 3.45
H 5.49 2.31 1.45
H 3.39 1.74 0.33
H -0.28 2.48 3.44
H -2.15 3.62 4.55
H -3.68 5.07 3.24
H -3.33 5.33 0.80
H -1.44 4.21 -0.30
C -4.28 1.11 -1.44
Si -3.27 0.43 0.00
C -3.64 -1.39 0.23
C -3.93 1.32 1.53
H -5.34 0.86 -1.33
H -3.94 0.74 -2.41
H -4.20 2.20 -1.46
H -4.69 -1.61 0.01
H -3.45 -1.68 1.27
H -3.03 -2.04 -0.40
H -4.15 0.60 2.33
H -4.85 1.86 1.30
H -3.21 2.04 1.91
O -0.12 -4.85 -0.32
N -0.38 -3.76 0.19
O -0.17 -2.76 -0.58
```

gap between HOMO and LUMO	6.72	eV
LUMO energy	2.3	eV
total charge	-1
E_tot	-4204.57645	hartree